[1]
The following is a quantum chemistry calculation of C20H39AsCoIN6O3S as an isolated structure in a non-equilibrium geometry, from OMol25.

Values from the calculation:
2S+1 ... 2
Frontier orbital gap (alpha / beta) ... 7.92 / 8.01 eV
Charge ... +1

Atoms and positions in Å:
H1 2.6981 2.7283 1.6180
H2 -0.3914 0.4636 2.5414
H3 -4.3957 -0.8296 -0.9508
N1 -0.2119 1.4130 2.2360
C1 4.4500 -2.9266 1.3520
H4 3.1705 -5.1660 0.0557
H5 -4.3527 -1.8653 2.6454
C2 1.0986 1.8376 2.7409
C3 3.0619 -4.1670 -0.3727
H6 -3.4549 -2.2171 -1.5449
O1 -1.5373 -0.4689 0.4337
H7 -2.9642 -3.8934 1.5852
N2 3.1899 -3.1500 0.6749
I1 1.4215 3.4714 -3.0229
C4 0.1901 1.1878 -4.4740
H8 -1.6520 -3.7866 0.3842
N3 1.0612 -3.0472 0.1276
Co1 -0.1397 1.1993 0.0665
N4 0.9124 3.1171 0.5964
H9 3.3754 0.2003 -2.7765
C5 -3.9678 -1.7909 -0.6861
H10 -0.0914 4.7497 1.4506
H11 3.8353 -4.0374 -1.1312
C6 -2.3562 2.3622 1.5279
C7 -1.5759 -0.2144 -3.7117
O2 1.0678 -1.0586 -1.6517
H12 1.6793 3.9242 2.3927
C8 2.0291 -2.5400 0.9544
H13 -2.8836 1.4135 1.5031
H14 1.0423 2.1490 3.7849
H15 -2.0506 4.6345 0.1770
H16 0.5057 5.0558 -0.1599
C9 0.1630 1.8075 -3.2359
H17 1.5687 3.0840 -0.1722
H18 1.0879 -4.8337 -1.0197
H19 3.6039 -1.3464 -1.9487
H20 -3.0789 3.1537 1.7445
C10 1.6664 2.9760 1.8565
H21 -0.6870 -0.3700 -5.6606
C11 -2.1135 -3.3043 1.2386
C12 -1.3096 2.3073 2.6251
H22 5.2202 -2.6785 0.6208
C13 -1.2937 3.9136 -0.1365
H23 -2.2928 -1.0137 -3.8578
H24 1.7596 0.9851 2.6828
H25 -2.1857 0.1978 -1.7029
As1 -2.7396 -1.5680 0.7627
H26 4.3316 -2.1020 2.0465
H27 1.6782 -3.3858 -1.8617
H28 0.4297 -2.3342 -0.1896
H29 -2.4059 2.2619 -0.5005
C14 0.0502 4.2949 0.4725
C15 1.9016 -0.2176 -1.2976
H30 4.7614 -3.8175 1.9001
C16 -3.8216 -1.0029 2.2420
H31 0.8831 1.5198 -5.2342
H32 -1.3741 -3.1990 2.0284
H33 -4.7639 -2.4641 -0.3663
O3 1.6643 0.7959 -0.5138
N5 -1.7289 2.5344 0.1999
H34 -1.7856 1.9897 3.5483
H35 4.0088 0.1935 -1.1192
H36 -4.5448 -0.2625 1.9142
H37 -1.2127 3.9581 -1.2207
H38 -0.9003 3.2969 2.8122
C17 -1.5212 0.4596 -2.5126
S1 1.7730 -1.3774 2.1412
H39 -3.1837 -0.5814 3.0126
C18 1.6526 -3.9131 -0.9124
C19 -0.6898 0.1438 -4.7067
N6 -0.6556 1.4534 -2.2420
C20 3.3208 -0.3028 -1.8032

Force components x, y, z for each atom (eV/Å):
H 0.03 0.04 -0.04
H 0.04 -0.12 -0.03
H -0.06 0.11 -0.04
N 0.30 -0.48 0.13
C -0.16 -0.12 -0.07
H 0.01 -0.01 0.04
H 0.00 0.04 0.00
C -0.18 0.23 -0.20
C 0.02 0.20 0.26
H 0.03 -0.01 -0.03
O -0.31 -0.21 -0.13
H 0.05 0.02 -0.01
N 0.30 0.00 -0.07
I -0.02 -0.09 0.19
C 0.00 -0.08 -0.05
H 0.08 -0.03 -0.08
N 0.20 -0.55 0.29
Co -0.15 2.13 -0.28
N 0.39 -0.06 -0.36
H 0.01 -0.07 0.13
C -0.06 -0.14 -0.08
H 0.03 -0.02 0.10
H 0.03 0.02 0.02
C 0.02 0.20 -0.08
C -0.15 -0.13 -0.08
O 0.06 0.65 -0.01
H -0.03 0.08 0.03
C 0.00 -0.33 -0.07
H -0.04 -0.04 -0.08
H 0.00 0.08 0.10
H -0.14 0.05 -0.06
H 0.05 0.10 -0.02
C -0.22 -0.03 0.17
H 0.03 0.02 -0.06
H -0.07 -0.08 -0.01
H -0.02 0.09 0.00
H -0.05 0.06 -0.05
C -0.19 -0.14 -0.06
H 0.02 0.04 0.05
C 0.00 -0.10 0.06
C 0.14 -0.03 -0.34
H 0.02 0.00 -0.03
C -0.10 -0.14 -0.05
H 0.05 0.08 0.03
H 0.07 -0.11 -0.02
H 0.05 -0.07 0.10
As 0.39 0.24 0.08
H -0.04 0.04 0.04
H -0.05 0.09 -0.08
H -0.30 0.27 -0.16
H -0.05 -0.03 -0.07
C -0.07 -0.24 0.19
C -0.18 0.26 0.34
H -0.01 -0.03 0.01
C -0.09 -0.08 0.07
H -0.04 -0.01 0.02
H 0.08 -0.01 0.04
H 0.01 0.01 -0.05
O -0.31 -1.13 -0.16
N 0.04 -0.47 0.56
H -0.05 -0.04 0.26
H -0.02 -0.05 -0.06
H -0.06 0.10 -0.01
H -0.04 -0.08 -0.05
H 0.04 0.09 0.01
C 0.13 0.27 0.18
S -0.02 -0.43 -0.21
H 0.06 0.02 0.09
C -0.02 0.38 0.37
C 0.12 0.01 -0.17
N 0.26 -0.31 -0.35
C 0.13 0.09 -0.10

---

[2]
The following is a quantum chemistry calculation of C36H39CsN4O2SSe2 as an isolated structure in a non-equilibrium geometry, from OMol25.

Values from the calculation:
Frontier orbital gap ... 6.55 eV

Atoms and positions in Å:
C1 4.4940 3.9968 2.0104
C2 0.2942 1.8646 3.4286
H1 -1.9693 -7.8416 1.1680
H2 0.6254 -0.4252 4.7393
S1 -3.9413 -1.2962 1.0039
C3 -4.4083 2.3006 -1.0613
H3 -5.7354 0.8077 -4.1792
C4 -3.7060 -5.1881 -0.0306
H4 -2.4594 3.4182 -6.0455
C5 2.2218 3.5541 -0.2036
H5 5.4470 1.2156 -4.5633
H6 -1.6027 -3.9709 0.7792
H7 0.0447 3.8918 4.0872
N1 -4.0555 -3.8399 0.2377
C6 1.2347 -2.3350 3.9993
H8 -3.4180 -0.0886 -4.6485
C7 3.7100 0.4214 -3.6748
C8 3.9336 2.9686 1.2653
C9 3.7424 1.7177 1.8346
C10 4.8579 3.7957 3.3325
H9 -5.3208 2.8814 -1.1363
N2 3.0843 0.6316 1.1807
N3 -2.0476 -3.1336 1.1145
H10 -2.8774 -8.8887 -0.8890
C11 -3.3051 -2.8338 0.7847
H11 -4.9278 -3.5049 -0.1222
H12 3.2820 0.0668 -4.6058
H13 5.2948 4.6085 3.9058
H14 -1.4754 4.1861 -4.7901
H15 -3.2233 4.0353 -4.5587
H16 -4.2052 2.0770 -0.0138
Cs1 -0.4428 -0.4221 -1.4173
H17 2.0153 4.5198 0.2593
C12 2.9484 0.1854 -2.4652
O1 1.8155 -0.3666 -2.4872
C13 -1.2954 2.4930 1.3469
H18 1.0792 -3.3108 0.7714
H19 4.9386 2.3637 4.9416
C14 -0.2149 3.1518 3.3399
H20 -3.5685 2.8379 -1.4952
H21 -1.4393 -2.3579 1.3548
C15 0.9901 -2.6304 1.6243
C16 4.9075 1.0570 -3.6352
C17 -3.1151 -7.8570 -0.6460
H22 1.5619 2.8076 0.2344
C18 -2.8986 -5.9441 0.8182
H23 4.6373 4.9578 1.5256
C19 -3.9528 -7.1124 -1.4701
O2 3.5978 3.1807 -0.0269
H24 -2.5442 -5.5241 1.7530
N4 -0.8018 1.2485 1.4164
Se1 -2.0015 1.8530 -4.1115
C20 1.3583 -3.1407 2.8707
C21 0.4370 -0.5349 2.5715
H25 -4.3787 -7.5621 -2.3601
C22 5.4931 1.5287 -2.4079
H26 5.2586 1.6736 -0.3152
C23 3.5619 0.6555 -1.2311
H27 -1.4917 4.4664 2.1849
H28 1.7280 -4.1584 2.9709
H29 3.9501 0.5324 3.6004
C24 4.6612 2.5433 3.9104
H30 1.4775 -2.7192 4.9829
C25 4.1135 1.5165 3.1599
Se2 -4.6228 0.5900 -1.9553
C26 0.5131 -1.3200 1.3956
H31 2.5191 0.0572 1.8034
C27 2.8896 0.2992 -0.0750
C28 0.7669 -1.0345 3.8478
C29 -2.5988 -7.2662 0.4976
C30 -4.2428 -5.7892 -1.1688
H32 0.9622 1.6096 4.2397
H33 2.0975 -0.4423 -0.1830
H34 -4.8875 -5.2065 -1.8204
H35 6.4598 2.0205 -2.4146
C31 -2.3423 3.5601 -4.9766
H36 2.0436 3.6160 -1.2743
C32 -4.8412 1.2730 -3.7719
H37 -5.0272 2.3437 -3.6986
H38 -3.8266 1.2623 -5.6896
H39 -1.9200 2.7095 0.4815
C33 -3.6449 0.9712 -4.6576
C34 4.8239 1.3401 -1.2525
C35 -0.0424 0.9026 2.4696
C36 -1.0531 3.4786 2.2856

Force components x, y, z for each atom (eV/Å):
C 0.16 0.11 0.13
C 0.00 0.16 0.08
H -0.05 0.06 -0.05
H 0.03 -0.07 -0.12
S -0.06 -0.28 -0.03
C 0.12 -0.13 0.12
H -0.09 -0.03 -0.08
C -0.05 0.23 0.04
H -0.01 -0.01 -0.09
C 0.20 -0.07 -0.04
H 0.00 0.01 0.04
H 0.02 -0.04 0.01
H 0.01 -0.02 0.01
N 0.17 -0.10 0.13
C -0.08 0.15 -0.15
H 0.01 -0.20 -0.01
C -0.09 -0.07 0.13
C 0.03 0.08 0.27
C -0.11 -0.67 0.01
C 0.01 -0.06 0.01
H -0.08 0.05 -0.01
N -0.03 0.46 0.92
N 0.18 0.27 0.02
H -0.05 0.16 0.04
C -0.05 -0.10 -0.16
H -0.30 0.00 -0.08
H 0.03 0.04 0.06
H -0.08 -0.13 -0.07
H 0.05 0.06 0.01
H -0.08 0.05 0.04
H -0.02 0.01 -0.04
Cs -1.99 0.03 0.59
H 0.06 0.06 0.05
C 0.02 0.00 -0.20
O 1.77 0.17 -0.63
C 0.18 -0.46 -0.10
H 0.04 0.03 0.06
H -0.01 0.01 -0.05
C 0.11 -0.16 0.06
H 0.03 0.01 -0.01
H 0.09 -0.01 0.06
C 0.17 0.04 0.16
C 0.15 0.14 0.22
C -0.02 0.02 -0.04
H -0.13 -0.14 0.08
C -0.02 -0.15 0.09
H -0.03 -0.11 0.04
C -0.01 0.05 0.04
O -0.86 0.85 -0.39
H -0.02 -0.05 -0.11
N -0.08 0.23 -0.03
Se 0.14 0.10 -0.01
C -0.06 0.14 -0.08
C -0.17 0.28 0.03
H 0.02 0.04 0.05
C 0.00 -0.11 -0.49
H 0.03 -0.23 -0.24
C 0.07 0.07 -0.09
H 0.06 -0.13 0.00
H -0.04 0.07 -0.03
H 0.05 0.20 -0.06
C 0.01 0.05 -0.07
H 0.00 0.03 -0.02
C -0.04 -0.20 0.28
Se -0.02 -0.11 -0.02
C 0.26 -0.16 0.30
H -0.09 0.09 0.16
C 0.34 -0.21 -0.90
C -0.01 0.04 -0.06
C -0.02 0.10 0.04
C 0.02 -0.06 -0.10
H 0.00 0.00 0.01
H 0.10 0.04 0.20
H 0.07 -0.06 0.04
H -0.12 -0.06 -0.06
C 0.03 -0.08 0.06
H 0.07 -0.04 -0.02
C 0.10 0.06 0.04
H -0.02 0.03 -0.04
H -0.05 0.01 -0.14
H 0.07 -0.07 0.06
C -0.07 0.15 0.09
C -0.01 -0.31 0.16
C -0.04 -0.23 -0.15
C 0.03 0.07 0.02